[1]
A structure of composition C12H20CrF6NO9S2 in a non-equilibrium geometry. Source: the OMol25 dataset; level of theory: ωB97M-V/def2-TZVPD.

Geometry as XYZ:
```
51
C12H20CrF6NO9S2 (ωB97M-V/def2-TZVPD)
Cr 0.155 -0.360 0.320
C -1.132 1.977 1.633
C -1.309 0.851 2.615
O -1.170 -0.391 1.891
C -2.430 -1.024 1.483
C -2.810 -0.542 0.091
O -1.552 -0.263 -0.584
C -1.486 -0.484 -2.062
C -0.252 0.281 -2.547
O 0.758 0.163 -1.522
C 2.144 0.128 -1.913
C 3.228 -0.099 0.159
O 2.057 0.045 1.034
C 2.099 1.199 1.910
C 1.282 2.281 1.247
O 0.035 1.671 0.834
H -1.011 2.945 2.119
H -1.966 2.039 0.939
H -2.286 0.896 3.098
H -0.542 0.833 3.381
H -3.211 -0.802 2.214
H -2.243 -2.079 1.489
H -3.401 0.377 0.083
H -3.343 -1.328 -0.458
H -2.381 -0.077 -2.526
H -1.410 -1.564 -2.194
H -0.449 1.345 -2.681
H 0.125 -0.155 -3.468
H 2.504 1.160 -1.912
H 2.208 -0.352 -2.897
H 3.661 0.896 0.033
H 3.908 -0.785 0.661
H 3.130 1.529 2.066
H 1.701 0.870 2.866
H 1.757 2.650 0.336
H 1.094 3.128 1.913
F -0.157 -5.641 1.372
C 0.288 -4.388 1.485
F -0.410 -3.768 2.426
F 1.584 -4.361 1.820
S 0.061 -3.514 -0.150
O 0.648 -2.147 0.301
O -1.351 -3.415 -0.398
N 0.973 -4.212 -1.129
S 1.496 -3.506 -2.561
O 2.835 -0.673 -1.015
O 0.743 -2.245 -2.757
C 0.665 -4.780 -3.665
F 1.171 -5.972 -3.460
F -0.645 -4.772 -3.433
F 0.937 -4.390 -4.919
```

Properties
total charge = +2
ΔE to the lowest compared entry with this formula, charge and spin = 26.2 kcal per mole
LUMO energy (spin up / spin down) = -8.547 / -7.935 eV
HOMO level (spin up / spin down) = -15.06 / -15.06 eV
expectation value of S² = 0.765
strongest force on any atom = 1.360 eV/A
2S+1 = 2
gap between HOMO and LUMO (spin up / spin down) = 6.51 / 7.13 eV

Mulliken atomic charge list, values in e, 2 entries:
1. Cr -0.243
2. C -0.607

[2]
The ion C5H12N2OP with charge +1 in a non-equilibrium geometry. Source: the OMol25 dataset; level of theory: ωB97M-V/def2-TZVPD.

Geometry as XYZ:
```
21
C5H12N2OP (ωB97M-V/def2-TZVPD)
C -1.216 -0.740 0.590
C 0.303 -1.186 0.681
C -0.133 1.396 0.386
C 1.153 -0.187 0.038
C -2.475 1.030 -0.238
N -1.271 0.577 0.375
N 1.037 -0.417 -1.489
O -2.111 -1.508 0.825
P 2.970 0.086 0.660
H 0.458 -1.331 1.700
H 0.304 -2.095 0.240
H 0.073 1.839 1.267
H -0.171 2.141 -0.446
H -3.205 0.285 -0.085
H -2.842 2.004 0.213
H -2.237 1.125 -1.280
H 0.288 -1.020 -1.853
H 1.854 -0.997 -1.756
H 1.190 0.527 -1.919
H 3.202 -1.236 0.117
H 2.830 -0.294 1.974
```

Properties
total charge = +1
ΔE to the lowest compared entry with this formula, charge and spin = 52.4 kcal per mole
LUMO energy = -3.821 eV
HOMO level = -13.19 eV
strongest force on any atom = 5.827 eV/A
2S+1 = 1
gap between HOMO and LUMO = 9.37 eV

Mulliken atomic charge list, values in e, 2 entries:
1. C 0.558
2. C -1.132

[3]
A structure of composition C7H3FI2NO4ReSe4. Source: the OMol25 dataset; level of theory: ωB97M-V/def2-TZVPD.

Geometry as XYZ:
```
23
C7H3FI2NO4ReSe4 (ωB97M-V/def2-TZVPD)
Re 1.021 -0.658 1.770
Se 1.928 -1.487 3.964
Se 2.058 0.428 5.293
Se -0.017 1.371 4.901
Se 0.160 1.651 2.579
O -1.395 1.225 -4.624
C -2.035 0.580 -3.771
O -3.184 0.106 -3.800
C -1.259 0.303 -2.468
C 0.040 0.764 -2.302
C 0.720 0.524 -1.130
N 0.157 -0.156 -0.120
C -1.094 -0.635 -0.276
C -1.825 -0.418 -1.419
C -1.595 -1.447 0.876
O -2.719 -1.856 0.957
O -0.695 -1.592 1.868
H 0.492 1.313 -3.117
H 1.734 0.866 -0.971
H -2.828 -0.809 -1.513
I 2.970 1.412 1.731
I 5.390 0.577 0.676
F 1.975 -2.060 0.897
```

Properties
total charge = -1
ΔE to the lowest compared entry with this formula, charge and spin = 0.0 kcal per mole
LUMO energy (spin up / spin down) = 0.052 / 0.007 eV
HOMO level (spin up / spin down) = -5.89 / -5.89 eV
expectation value of S² = 3.777
strongest force on any atom = 0.831 eV/A
2S+1 = 4
gap between HOMO and LUMO (spin up / spin down) = 5.94 / 5.89 eV

Mulliken atomic charge list, values in e, 2 entries:
1. Re 0.857
2. Se -0.218